(1)
{
  "formula": "C8H16N2OP",
  "method": "ωB97M-V/def2-TZVPD",
  "largest_force_ha_per_bohr": 0.0904,
  "homo_energy_ev": -12.98,
  "gap_ha": 0.322,
  "smiles": "[H]/P=C(CC)/C(/N=C(/C)OC)=[NH+]/C",
  "e_above_lowest_kj_mol": 65.1,
  "e_lumo_ev": -4.2,
  "charge": 1,
  "symbols": ["H", "P", "C", "C", "C", "C", "N", "C", "C", "O", "C", "N", "C", "H", "H", "H", "H", "H", "H", "H", "H", "H", "H", "H", "H", "H", "H", "H"],
  "positions_angstrom": [[-2.38973, -2.06429, -3.00699], [-2.15485, -0.62336, -2.74357], [-1.27223, -0.80316, -1.32450], [-0.57444, -2.08641, -0.83994], [-1.58371, -3.25653, -0.58689], [-0.81097, 0.50506, -0.52721], [-0.10337, 0.29179, 0.58380], [1.06452, 0.45698, 1.02285], [1.40021, 0.19721, 2.45800], [1.91616, 0.98665, 0.14680], [3.25106, 1.21731, 0.51200], [-1.36596, 1.66154, -0.77210], [-1.27084, 2.91853, -0.04167], [-0.15775, -1.87849, 0.05661], [0.14583, -2.26898, -1.66985], [-2.39007, -3.23814, -1.42943], [-1.85788, -3.19345, 0.46875], [-1.04964, -4.23400, -0.88121], [2.28413, -0.52019, 2.43938], [0.41371, -0.19970, 2.94270], [1.66060, 1.11823, 2.84958], [3.28893, 1.82413, 1.36621], [3.80620, 1.44458, -0.49450], [3.77621, 0.24664, 0.63491], [-2.03529, 1.74908, -1.46098], [-2.32172, 2.91090, 0.48517], [-1.31160, 3.82100, -0.74128], [-0.35751, 3.01708, 0.55337]],
  "atomic_forces_ev_per_a": [[0.4, 1.2, 0.2], [-0.3, -0.8, 0.4], [1.2, 1.5, 0.5], [-2.5, -0.3, -3.4], [1.0, -0.9, -3.0], [-0.8, -2.1, -0.3], [-1.5, -0.2, -0.2], [-0.1, 0.8, -0.7], [-1.3, -3.1, -1.2], [-0.6, -0.3, 0.0], [2.3, -2.3, -3.3], [2.0, 0.4, 0.8], [-2.2, 1.0, 0.1], [1.9, 0.5, 2.5], [-0.2, -0.4, 1.0], [0.8, 0.1, 2.2], [-0.6, -0.4, -0.5], [-0.7, 1.3, 1.1], [-1.2, 0.8, 0.6], [2.3, 0.5, -0.7], [0.7, 1.7, 1.3], [0.7, 1.2, 0.7], [-1.2, 0.9, 2.1], [-0.5, 0.3, 0.9], [-1.6, -0.5, -1.9], [2.4, 0.6, -0.1], [0.2, -1.5, 0.6], [-0.6, -0.3, 0.2]],
  "mulliken_charge": [0.019, -0.021, 0.192, -0.619, -0.827, 0.454, -0.365, 0.875, -1.202, -0.336, -0.783, -0.135, -0.787, 0.190, 0.374, 0.223, 0.317, 0.275, 0.350, 0.295, 0.472, 0.349, 0.278, 0.352, 0.150, 0.322, 0.294, 0.294]
}


(2)
{
  "formula": "C8H16N3",
  "method": "ωB97M-V/def2-TZVPD",
  "largest_force_ha_per_bohr": 0.0936,
  "homo_energy_ev": [-12.69, -14.24],
  "gap_ha": [0.214, 0.351],
  "e_above_lowest_kj_mol": 635.1,
  "e_lumo_ev": [-6.9, -4.7],
  "charge": 1,
  "symbols": ["C", "C", "C", "C", "C", "C", "C", "C", "N", "N", "N", "H", "H", "H", "H", "H", "H", "H", "H", "H", "H", "H", "H", "H", "H", "H", "H"],
  "positions_angstrom": [[2.85398, -0.10389, -0.16293], [2.90730, 0.24612, 1.36869], [0.76319, -1.44342, -0.62478], [-2.58928, 0.00992, -0.07541], [-0.41923, 1.49720, 0.22022], [-1.03989, 0.40362, -1.97341], [-0.22257, -0.86066, 1.68399], [-1.07669, 0.19264, -0.40523], [1.96834, -0.67863, -0.76497], [2.36573, 1.29055, 1.68581], [-0.23755, -0.87958, 0.23593], [3.76500, 0.12337, -0.58197], [3.49868, -0.61283, 1.80197], [0.24453, -1.30914, -1.61117], [1.06339, -2.53953, -0.26117], [-3.00744, 1.00038, -0.47682], [-3.02798, -0.76455, -0.78460], [-2.82567, -0.19677, 0.98652], [0.49162, 1.64641, -0.36306], [-0.40251, 1.57561, 1.27902], [-1.18422, 2.38391, -0.06290], [-0.07102, 0.76971, -2.37480], [-1.42021, -0.35378, -2.55104], [-1.79255, 1.10868, -2.24332], [-1.21049, -0.98172, 2.06233], [0.46081, -1.58413, 1.91505], [0.14475, 0.06050, 2.07804]],
  "atomic_forces_ev_per_a": [[-1.2, 0.1, 2.4], [0.2, -1.1, -0.9], [-0.7, -1.4, 0.0], [-0.2, 0.7, -1.4], [-3.4, 2.0, -2.8], [1.8, 1.1, 1.8], [-0.2, 0.7, -1.5], [-0.2, 0.9, 0.3], [0.0, -1.0, -1.3], [0.2, -0.2, 0.8], [-0.9, 1.5, -0.8], [2.0, 0.7, -1.5], [-0.5, 1.2, 0.6], [1.0, -1.4, 0.7], [-0.7, 2.3, -1.1], [0.1, -1.4, 1.2], [0.6, 0.7, 1.2], [0.0, 0.3, -0.8], [0.1, 0.3, 0.8], [0.5, -0.2, 0.6], [1.8, -1.8, 0.3], [-0.5, -0.3, 0.3], [-0.3, -2.7, -1.1], [-0.3, 1.3, 0.4], [-0.7, -0.5, 0.3], [1.3, -2.2, 1.4], [0.4, 0.6, 0.2]],
  "mulliken_charge": [-0.141, 0.039, -0.618, -1.303, -1.328, -1.998, -0.920, 0.965, -0.188, -0.371, 0.375, 0.561, 0.327, 0.373, 0.354, 0.358, 0.359, 0.358, 0.374, 0.460, 0.337, 0.413, 0.648, 0.489, 0.230, 0.469, 0.377]
}


(3)
{
  "formula": "C8H16N3O",
  "method": "ωB97M-V/def2-TZVPD",
  "largest_force_ha_per_bohr": 0.1021,
  "homo_energy_ev": [-12.33, -12.33],
  "gap_ha": [0.285, 0.286],
  "e_above_lowest_kj_mol": 383.9,
  "e_lumo_ev": [-4.6, -4.6],
  "charge": 1,
  "symbols": ["C", "C", "C", "C", "C", "C", "C", "C", "N", "N", "N", "O", "H", "H", "H", "H", "H", "H", "H", "H", "H", "H", "H", "H", "H", "H", "H", "H"],
  "positions_angstrom": [[0.93725, 1.62473, 0.91417], [-0.28924, 2.21107, 0.56840], [-0.76158, 0.29958, -0.55255], [2.96775, -0.26765, -1.01178], [-2.52497, 1.94846, -0.25945], [-1.91187, -1.30903, 0.77591], [-0.63908, -1.92576, -1.28181], [2.30831, -0.34739, 0.44734], [1.10657, 0.42260, 0.43841], [-1.20107, 1.42693, 0.01596], [-1.23621, -0.89096, -0.49322], [2.23320, -1.66012, 0.82425], [1.71293, 2.25087, 1.45382], [-0.51157, 3.16925, 1.10634], [3.66178, -1.05442, -0.87453], [3.34956, 0.73135, -1.13613], [2.11894, -0.50524, -1.64436], [-3.20814, 1.04383, -0.19015], [-2.69556, 2.82309, 0.34730], [-2.50314, 2.13593, -1.38254], [-1.25518, -1.89657, 1.45606], [-2.20072, -0.47730, 1.44294], [-2.77699, -1.93616, 0.40843], [0.09407, -2.37317, -0.60733], [-1.46279, -2.70242, -1.44309], [-0.12031, -1.46776, -2.18732], [3.06001, 0.32150, 1.10447], [1.74805, -1.59526, 1.76046]],
  "atomic_forces_ev_per_a": [[1.2, 0.1, -0.7], [0.3, 1.6, 3.3], [1.8, 0.1, -0.1], [-2.3, -0.2, 2.7], [-0.8, -2.0, -2.8], [-0.6, -1.1, -0.3], [-0.4, -1.1, -0.6], [3.5, 3.8, -0.9], [-2.5, -0.3, 0.4], [1.5, 0.2, -0.1], [-0.9, 1.2, 2.0], [-2.6, 0.4, 3.4], [-0.7, -0.9, -0.8], [-0.4, -0.9, -1.3], [1.2, -0.5, -0.9], [0.3, 0.1, -0.4], [0.4, -0.1, -0.7], [0.3, 1.6, 0.5], [-0.4, -0.1, 0.0], [-0.4, 0.4, 1.5], [-0.1, 0.0, -0.9], [-0.2, -0.1, -1.0], [0.7, 0.7, 1.0], [0.3, -0.3, -0.4], [1.4, 1.0, -0.5], [-1.1, -0.9, 1.1], [-1.3, -1.7, -0.7], [1.6, -0.8, -2.8]],
  "mulliken_charge": [0.013, -0.406, 0.156, -1.094, -0.838, -1.010, -0.679, 0.002, -0.051, 0.153, 0.181, -0.519, 0.363, 0.257, 0.411, 0.315, 0.222, 0.318, 0.294, 0.340, 0.286, 0.391, 0.365, 0.342, 0.255, 0.280, 0.261, 0.393]
}


(4)
{
  "formula": "C8H16N4",
  "method": "ωB97M-V/def2-TZVPD",
  "largest_force_ha_per_bohr": 0.1161,
  "homo_energy_ev": -15.69,
  "gap_ha": 0.339,
  "smiles": "N/C=C([NH3+])/C=C\\[NH+]=C(\\N)C1CC1",
  "e_above_lowest_kj_mol": 150.8,
  "e_lumo_ev": -6.5,
  "charge": 2,
  "symbols": ["N", "C", "C", "N", "C", "C", "N", "C", "N", "C", "C", "C", "H", "H", "H", "H", "H", "H", "H", "H", "H", "H", "H", "H", "H", "H", "H", "H"],
  "positions_angstrom": [[-2.71521, -1.51119, -1.37612], [-1.94699, -0.59788, -0.81561], [-2.32438, 0.42032, 0.00165], [-3.74771, 0.37693, 0.46545], [-1.47900, 1.27746, 0.71011], [-0.19171, 1.53872, 0.52940], [0.55225, 1.08613, -0.66742], [1.64479, 0.31792, -0.60077], [2.32231, 0.09926, -1.71722], [1.99049, -0.16991, 0.80170], [2.77028, -1.43418, 0.81402], [3.47814, -0.18768, 1.07738], [-3.64565, -1.40619, -1.14290], [-2.27189, -2.37717, -1.59658], [-0.99815, -0.78539, -1.18041], [-3.88717, 1.14592, 1.09680], [-3.77073, -0.29682, 1.18644], [-4.41131, 0.35061, -0.41930], [-1.74740, 1.82561, 1.65380], [0.46810, 2.19831, 1.08014], [0.52805, 1.77379, -1.41396], [1.81675, 0.48994, -2.47855], [3.15585, -0.44520, -1.63362], [1.35229, 0.08313, 1.52617], [2.85817, -2.09947, 0.00224], [2.60912, -2.02574, 1.65910], [3.57959, 0.13292, 2.15217], [4.01112, 0.21984, 0.28589]],
  "atomic_forces_ev_per_a": [[0.4, 0.4, 0.1], [-0.5, 0.7, 0.2], [-0.7, -1.3, -0.8], [0.4, 1.0, -2.5], [1.8, 2.1, 2.3], [1.6, -0.1, -1.8], [-0.5, 0.4, 0.3], [-0.4, 0.3, 2.5], [-1.2, 0.2, 2.5], [1.5, -0.6, -5.8], [0.0, -0.5, 1.3], [-0.9, 0.3, 2.1], [-2.3, -1.2, -0.1], [-0.5, -0.6, -0.5], [2.3, 0.6, 0.2], [-0.7, 1.6, -0.5], [-1.0, -2.5, 0.3], [0.9, 0.0, 2.9], [-0.7, -0.7, -1.0], [-0.8, 0.1, 0.6], [-0.2, -0.2, -0.2], [0.9, -0.2, -1.6], [0.4, -0.2, -1.0], [-2.3, 0.8, 2.5], [0.4, 0.0, -1.4], [-0.3, -0.8, 1.4], [0.9, -0.5, -1.5], [1.5, 1.0, -0.7]],
  "mulliken_charge": [-0.332, -0.100, 0.516, -0.319, -0.071, -1.394, -0.354, 0.557, -0.368, -0.479, -0.820, -0.443, 0.142, 0.268, 0.389, 0.343, 0.331, 0.409, 0.243, 0.613, 0.244, 0.261, 0.240, 0.982, 0.257, 0.310, 0.280, 0.295]
}